# C3H2HoO2

C3H2HoO2 as an isolated structure at a distorted geometry (ωB97M-V with the def2-TZVPD basis set, the Open Molecules 2025 dataset).

Net charge: +1
Energy above the lowest of the compared OMol25 structures with the same formula, charge and spin: 18.62 kJ/mol
HOMO (alpha / beta): -10.02 / -13.08 eV
Multiplicity: 5
Gap between HOMO and LUMO (alpha / beta): 4.81 / 7.86 eV
LUMO energy (alpha / beta): -5.2 / -5.2 eV
Energy: -1213.569681 a.u.

Atoms and positions in Å:
O1 -0.977 0.695 0.204
C1 0.202 0.913 -0.418
C2 1.048 -0.129 -0.277
O2 0.536 -1.134 0.552
C3 -0.654 -0.892 1.074
Ho1 -2.848 -1.307 -0.384
H1 0.561 1.945 -0.445
H2 2.133 -0.092 -0.306



# C20H20IrN4OS2

C20H20IrN4OS2 as an isolated structure at a distorted geometry (ωB97M-V with the def2-TZVPD basis set, the Open Molecules 2025 dataset).

Net charge: -1
Energy above the lowest of the compared OMol25 structures with the same formula, charge and spin: 0.00 kJ/mol
HOMO (alpha / beta): -2.00 / -4.31 eV
Multiplicity: 5
Gap between HOMO and LUMO (alpha / beta): 4.80 / 6.61 eV
LUMO energy (alpha / beta): 2.8 / 2.3 eV
Energy: -1969.021825 a.u.

Atoms and positions in Å:
Ir1 -0.351 -0.040 -0.311
C1 3.382 -1.764 1.419
C2 2.487 -0.763 0.735
N1 1.147 -0.774 1.012
N2 0.784 -1.537 2.064
C3 -0.471 -1.806 2.186
S1 -1.743 -1.268 1.064
S2 -0.968 -2.733 3.604
C4 -0.982 -4.404 2.862
C5 0.414 -4.918 2.642
C6 0.986 -4.893 1.378
C7 2.301 -5.305 1.181
C8 3.056 -5.760 2.250
C9 2.491 -5.789 3.522
C10 1.186 -5.365 3.714
C11 3.044 0.133 -0.229
C12 4.446 0.097 -0.498
C13 5.054 0.856 -1.481
C14 4.292 1.713 -2.267
C15 2.923 1.805 -2.016
C16 2.291 1.081 -1.012
O1 0.972 1.323 -0.855
H1 2.787 -2.566 1.847
H2 3.957 -1.313 2.238
H3 4.094 -2.197 0.712
H4 -1.534 -4.320 1.926
H5 -1.544 -5.035 3.552
H6 0.406 -4.512 0.546
H7 2.739 -5.249 0.192
H8 4.080 -6.082 2.100
H9 3.080 -6.128 4.368
H10 0.759 -5.352 4.711
H11 5.071 -0.547 0.103
H12 6.126 0.784 -1.627
H13 4.747 2.308 -3.048
H14 2.296 2.478 -2.591
C17 -1.878 0.597 -1.452
H15 -2.898 0.214 -1.428
H16 -1.778 1.514 -2.039
N3 1.609 -1.673 -2.362
C18 2.070 -2.883 -2.718
C19 1.087 -3.792 -2.395
C20 0.062 -3.018 -1.818
N4 0.395 -1.739 -1.806
H17 2.102 -0.788 -2.366
H18 3.043 -3.000 -3.167
H19 1.102 -4.859 -2.546
H20 -0.894 -3.314 -1.413



# C56H53FN3P2RuSi2

C56H53FN3P2RuSi2 as an isolated structure at a distorted geometry (ωB97M-V with the def2-TZVPD basis set, the Open Molecules 2025 dataset).

Energy above the lowest of the compared OMol25 structures with the same formula, charge and spin: 0.00 kJ/mol
HOMO (alpha / beta): -4.45 / -6.77 eV
Multiplicity: 6
Gap between HOMO and LUMO (alpha / beta): 4.69 / 4.33 eV
LUMO energy (alpha / beta): 0.2 / -2.4 eV
Energy: -3786.341597 a.u.

Atoms and positions in Å:
Ru1 0.292 -0.604 -0.128
C1 2.376 -2.952 1.425
Si1 3.230 -1.325 1.040
C2 3.934 -0.731 2.699
C3 4.701 -1.678 -0.079
N1 2.225 -0.068 0.274
C4 2.797 1.039 -0.331
C5 4.069 1.566 0.019
C6 4.575 2.688 -0.590
C7 3.815 3.347 -1.549
C8 2.599 2.837 -1.971
C9 2.148 1.687 -1.389
F1 0.971 1.151 -1.856
H1 1.593 -2.869 2.168
H2 3.199 -3.548 1.870
H3 2.002 -3.526 0.583
H4 4.916 -1.185 2.879
H5 3.296 -1.065 3.529
H6 4.034 0.364 2.787
H7 5.026 -2.722 0.044
H8 5.545 -1.014 0.150
H9 4.428 -1.552 -1.125
H10 4.581 1.064 0.824
H11 5.541 3.091 -0.325
H12 4.180 4.235 -2.027
H13 2.027 3.297 -2.759
N2 -1.356 0.697 2.228
P1 -0.770 1.632 0.927
C10 -0.344 3.256 1.726
C11 0.868 3.907 1.540
C12 1.144 5.070 2.245
C13 0.194 5.625 3.098
C14 -1.024 4.996 3.272
C15 -1.294 3.826 2.577
C16 -2.220 2.289 0.018
C17 -1.889 3.091 -1.071
C18 -2.840 3.904 -1.651
C19 -4.137 3.942 -1.146
C20 -4.490 3.062 -0.127
C21 -3.542 2.252 0.469
P2 -0.337 -0.653 2.462
C22 0.676 -0.155 3.936
C23 0.822 -0.954 5.079
C24 1.496 -0.461 6.192
C25 1.965 0.852 6.213
C26 1.905 1.620 5.048
C27 1.271 1.113 3.922
C28 -1.437 -1.936 3.136
C29 -2.341 -1.672 4.177
C30 -3.142 -2.700 4.658
C31 -3.082 -3.976 4.130
C32 -2.176 -4.234 3.109
C33 -1.339 -3.231 2.637
H14 -1.638 1.199 3.061
H15 1.618 3.482 0.893
H16 2.128 5.511 2.150
H17 0.435 6.548 3.652
H18 -1.763 5.427 3.940
H19 -2.273 3.361 2.690
H20 -0.873 3.112 -1.440
H21 -2.564 4.553 -2.469
H22 -4.898 4.602 -1.588
H23 -5.526 3.025 0.210
H24 -3.822 1.593 1.282
H25 0.431 -1.948 5.109
H26 1.562 -1.057 7.088
H27 2.433 1.266 7.108
H28 2.344 2.613 5.044
H29 1.233 1.715 3.012
H30 -2.384 -0.696 4.669
H31 -3.843 -2.518 5.468
H32 -3.729 -4.747 4.493
H33 -2.111 -5.228 2.689
H34 -0.687 -3.452 1.809
C34 -4.058 -2.359 0.411
C35 -3.826 -3.695 -0.024
C36 -2.625 -4.009 -0.589
C37 -1.633 -2.989 -0.761
N3 -1.840 -1.725 -0.268
C38 -3.031 -1.455 0.307
C39 -0.391 -3.207 -1.418
C40 0.261 -4.485 -1.394
C41 1.586 -4.585 -1.733
C42 2.328 -3.446 -2.134
C43 1.688 -2.261 -2.343
C44 0.290 -2.077 -2.067
H35 -4.993 -2.073 0.875
H36 -4.614 -4.435 0.040
H37 -2.452 -4.983 -0.998
H38 -3.182 -0.462 0.711
H39 -0.245 -5.350 -0.993
H40 2.093 -5.536 -1.710
H41 3.387 -3.561 -2.348
H42 2.240 -1.427 -2.760
C45 2.465 -0.486 -6.880
C46 1.635 -1.591 -6.859
C47 0.696 -1.762 -5.852
C48 0.585 -0.834 -4.822
C49 1.473 0.258 -4.841
C50 2.379 0.425 -5.854
Si2 -0.669 -1.240 -3.470
C51 -1.878 0.208 -3.395
C52 -1.689 1.303 -4.250
C53 -2.722 2.175 -4.521
C54 -3.967 1.968 -3.939
C55 -4.174 0.909 -3.076
C56 -3.136 0.035 -2.798
H43 3.166 -0.342 -7.679
H44 1.661 -2.323 -7.661
H45 0.037 -2.628 -5.898
H46 1.440 1.019 -4.096
H47 2.998 1.306 -5.856
H48 -1.492 -2.347 -4.003
H49 -0.732 1.434 -4.739
H50 -2.588 3.005 -5.194
H51 -4.778 2.651 -4.142
H52 -5.138 0.766 -2.630
H53 -3.310 -0.839 -2.190



# C41H27Cl5GeN3Zn

C41H27Cl5GeN3Zn as an isolated structure (ωB97M-V with the def2-TZVPD basis set, the Open Molecules 2025 dataset).

Energy above the lowest of the compared OMol25 structures with the same formula, charge and spin: 0.00 kJ/mol
HOMO (alpha / beta): -6.81 / -7.16 eV
Multiplicity: 2
Gap between HOMO and LUMO (alpha / beta): 6.62 / 6.33 eV
LUMO energy (alpha / beta): -0.2 / -0.8 eV
Energy: -7900.133769 a.u.

Atoms and positions in Å:
Zn1 -0.364 -0.146 -0.368
C1 -1.469 -3.542 2.275
C2 -1.104 -2.805 1.138
N1 -1.153 -1.492 1.089
C3 -1.541 -0.791 2.188
C4 -1.904 -1.452 3.379
C5 -1.869 -2.861 3.387
C6 -2.260 -0.699 4.523
C7 -2.221 0.659 4.448
C8 -1.863 1.334 3.267
C9 -1.543 0.656 2.102
N2 -1.234 1.149 0.872
C10 -1.573 2.370 0.362
C11 -1.808 3.564 1.019
C12 -2.169 4.736 0.324
C13 -2.286 4.768 -1.031
C14 -2.025 3.585 -1.766
C15 -2.095 3.527 -3.175
C16 -1.810 2.363 -3.829
C17 -1.449 1.242 -3.063
N3 -1.398 1.264 -1.755
C18 -1.672 2.406 -1.084
H1 -1.418 -4.620 2.253
H2 -0.760 -3.305 0.246
H3 -2.148 -3.386 4.292
H4 -2.535 -1.211 5.433
H5 -2.465 1.254 5.318
H6 -1.831 2.404 3.307
H7 -1.683 3.645 2.081
H8 -2.344 5.634 0.901
H9 -2.556 5.672 -1.556
H10 -2.368 4.420 -3.723
H11 -1.847 2.291 -4.905
H12 -1.185 0.304 -3.538
Cl1 2.000 1.802 -1.266
C19 2.074 0.225 -2.002
C20 1.043 -0.655 -1.720
C21 1.078 -1.847 -2.406
Cl2 -0.308 -2.902 -2.286
C22 2.134 -2.230 -3.231
Cl3 2.157 -3.764 -4.014
C23 3.189 -1.343 -3.420
Cl4 4.539 -1.792 -4.384
C24 3.143 -0.081 -2.834
Cl5 4.386 1.062 -3.148
C25 1.572 -1.316 3.271
Ge1 1.962 -0.070 1.798
C26 2.161 1.701 2.617
C27 1.486 2.819 2.137
C28 1.578 4.039 2.786
C29 2.349 4.162 3.931
C30 3.024 3.057 4.426
C31 2.925 1.837 3.776
C32 3.428 -0.832 0.751
C33 3.191 -2.121 0.331
C34 4.086 -2.814 -0.504
C35 5.243 -2.211 -0.901
C36 5.548 -0.895 -0.481
C37 6.759 -0.272 -0.868
C38 7.046 1.001 -0.475
C39 6.124 1.715 0.316
C40 4.951 1.137 0.706
C41 4.629 -0.189 0.331
H13 2.489 -1.435 3.849
H14 1.271 -2.295 2.916
H15 0.802 -0.910 3.918
H16 0.868 2.737 1.255
H17 1.044 4.896 2.395
H18 2.423 5.115 4.437
H19 3.627 3.144 5.320
H20 3.459 0.985 4.178
H21 2.275 -2.623 0.623
H22 3.849 -3.817 -0.832
H23 5.944 -2.727 -1.544
H24 7.449 -0.827 -1.490
H25 7.974 1.469 -0.774
H26 6.347 2.730 0.613
H27 4.250 1.698 1.310